{"formula": "C35H35N2O4PZn", "method": "ωB97M-V/def2-TZVPD", "species": ["Zn", "C", "C", "C", "C", "C", "C", "C", "C", "C", "C", "H", "H", "H", "H", "H", "H", "H", "H", "H", "H", "H", "H", "H", "H", "H", "N", "C", "C", "C", "C", "C", "C", "P", "C", "C", "C", "C", "C", "C", "C", "C", "C", "C", "C", "C", "H", "H", "H", "H", "H", "H", "H", "H", "H", "H", "H", "H", "H", "H", "H", "H", "O", "C", "O", "C", "C", "C", "C", "C", "C", "N", "O", "O", "H", "H", "H", "H"], "positions_angstrom": [[0.308, -0.068, 0.507], [-0.513, 2.201, 1.210], [-0.873, 0.918, 1.821], [-2.151, 0.551, 1.221], [-2.483, 1.490, 0.273], [-1.455, 2.510, 0.257], [-1.436, 3.701, -0.663], [-3.695, 1.497, -0.619], [-2.976, -0.621, 1.661], [-0.616, 0.621, 3.290], [0.683, 3.026, 1.607], [-2.268, 4.385, -0.467], [-1.519, 3.411, -1.719], [-0.510, 4.273, -0.556], [-4.522, 2.068, -0.186], [-4.074, 0.490, -0.813], [-3.477, 1.955, -1.589], [-2.423, -1.567, 1.634], [-3.868, -0.739, 1.042], [-3.318, -0.490, 2.694], [-1.178, 1.305, 3.937], [0.438, 0.705, 3.561], [-0.928, -0.396, 3.545], [0.393, 4.060, 1.812], [1.465, 3.062, 0.842], [1.149, 2.633, 2.512], [-0.516, -0.181, -1.534], [-0.033, -1.307, -2.296], [0.257, -1.149, -3.644], [0.705, -2.226, -4.393], [0.847, -3.479, -3.808], [0.574, -3.629, -2.457], [0.165, -2.546, -1.681], [-0.010, -2.635, 0.132], [-0.839, -4.223, 0.428], [-2.202, -4.311, 0.141], [-2.880, -5.506, 0.322], [-2.202, -6.621, 0.805], [-0.850, -6.535, 1.105], [-0.165, -5.338, 0.917], [1.688, -2.867, 0.764], [1.848, -2.747, 2.149], [3.113, -2.779, 2.718], [4.232, -2.905, 1.904], [4.081, -3.012, 0.531], [2.815, -2.995, -0.039], [-0.432, 0.675, -2.068], [-1.491, -0.279, -1.259], [0.123, -0.179, -4.110], [0.931, -2.087, -5.443], [1.178, -4.325, -4.396], [0.702, -4.597, -1.984], [-2.736, -3.440, -0.226], [-3.937, -5.567, 0.094], [-2.731, -7.554, 0.954], [-0.321, -7.400, 1.487], [0.890, -5.275, 1.151], [0.978, -2.613, 2.785], [3.227, -2.681, 3.791], [5.223, -2.895, 2.340], [4.954, -3.083, -0.106], [2.714, -3.043, -1.116], [4.115, 0.718, 0.582], [3.154, 0.819, -0.152], [2.091, 0.065, -0.125], [3.175, 1.852, -1.261], [2.020, 2.483, -1.717], [2.085, 3.442, -2.722], [3.303, 3.758, -3.307], [4.429, 3.113, -2.840], [4.399, 2.185, -1.821], [5.744, 3.441, -3.463], [6.722, 2.855, -3.052], [5.753, 4.269, -4.351], [1.066, 2.249, -1.257], [1.187, 3.952, -3.048], [3.390, 4.489, -4.098], [5.309, 1.728, -1.459]], "orbital_gap_ev": 7.38, "homo_energy_ev": -7.49, "molar_mass_g_mol": 644.04, "total_charge": 0, "energy_ev": -105739.1015}